1.
ORCA calculation (ωB97M-V with the def2-TZVPD basis set) on C37H51CrN4OP2 as an isolated structure in a non-equilibrium geometry.

Values from the calculation:
Electronic energy = -3461.6425 Eh
LUMO level (spin up / spin down) = -3.07 / -3.48 eV
Kohn-Sham gap (spin up / spin down) = 6.0 / 5.8 eV
Maximum force = 11.26 eV Å⁻¹
<S²> = 6.0292
HOMO level (spin up / spin down) = -9.09 / -9.27 eV
Total charge = +1
Spin multiplicity = 5

Cartesian coordinates (Å):
C -1.62149 -0.06289 -2.26883
C -2.29919 -0.54876 -0.05063
C -2.90123 -0.30875 -2.75223
C -3.57228 -0.93246 -0.53717
C -3.87859 -0.77362 -1.86999
H -3.10153 -0.14548 -3.80290
H -4.28607 -1.34948 0.17366
H -4.87427 -1.02955 -2.23416
N -1.32906 -0.06577 -0.95562
P 1.15704 -0.13112 -2.51969
P -0.88273 0.69099 1.97229
C -0.47678 0.24867 -3.25469
H -0.63092 -0.31381 -4.18757
H -0.51830 1.31533 -3.52738
C 2.45913 0.34761 0.07635
O 3.64780 0.14013 0.35427
C -1.92163 -0.56322 1.29259
H -2.58700 -1.18809 2.03164
C -0.18712 0.08482 3.67036
C -2.24281 2.00182 2.21170
C 1.38562 -1.97212 -2.92163
C 2.31451 0.96933 -3.53548
C 1.29350 -0.30430 3.49783
H 1.90312 0.54506 3.15879
H 1.67702 -0.62658 4.48109
H 1.43760 -1.13255 2.79867
C -0.25955 1.19664 4.71743
H 0.28014 2.09212 4.39326
H -1.29069 1.45929 4.97301
H 0.22304 0.84198 5.63939
C -0.94948 -1.14849 4.15968
H -0.51225 -1.45375 5.12741
H -2.01335 -0.94699 4.33906
H -0.84945 -1.98840 3.45752
C -1.63790 3.29178 2.76964
H -0.70406 3.55128 2.25148
H -2.35678 4.10957 2.60560
H -1.43838 3.24620 3.84695
C -2.86155 2.34199 0.85160
H -2.10102 2.68088 0.13939
H -3.40868 1.50790 0.40952
H -3.57918 3.16160 0.99456
C -3.33160 1.40148 3.14287
H -3.28645 0.31092 3.27734
H -3.30322 1.85708 4.14732
H -4.32483 1.60701 2.70600
C 3.77062 0.59974 -3.20309
H 4.42755 1.38216 -3.61794
H 3.95187 0.55381 -2.12048
H 4.07937 -0.35378 -3.65719
C 2.07411 2.42790 -3.13369
H 1.05349 2.75824 -3.35376
H 2.27793 2.60747 -2.07498
H 2.75540 3.06452 -3.71563
C 2.07877 0.84903 -5.05391
H 2.59131 1.69264 -5.54297
H 2.50218 -0.06681 -5.48402
H 1.01597 0.90905 -5.32552
C 0.18671 -2.79858 -2.42854
H 0.31572 -3.83531 -2.77700
H 0.13277 -2.83549 -1.34174
H -0.77021 -2.42995 -2.81627
C 2.66060 -2.45473 -2.21080
H 2.59317 -2.32505 -1.12257
H 2.78456 -3.52930 -2.42032
H 3.56279 -1.94037 -2.56822
C 1.51573 -2.21675 -4.43742
H 0.68149 -1.78019 -5.01159
H 2.47406 -1.85763 -4.84492
H 1.48754 -3.30806 -4.60941
Cr 0.57459 0.38807 -0.17857
N 0.75681 -1.50967 0.44196
C -0.07860 -2.20330 1.04207
C -0.52833 -3.49339 1.41824
C 0.55773 -4.35494 1.54950
C -1.85142 -3.92582 1.54850
C 0.33240 -5.70405 1.85586
H 1.58668 -3.97196 1.40180
C -2.05701 -5.27126 1.84684
H -2.66021 -3.25575 1.39289
C -0.99486 -6.16072 2.00777
H 1.20864 -6.37143 1.96790
H -3.06160 -5.65667 1.95993
H -1.15486 -7.22263 2.25045
N 3.41592 5.01119 3.28474
C 2.69244 4.69243 2.36287
C 1.83309 4.28577 1.29799
C 1.21807 5.21313 0.45278
C 0.34152 4.74967 -0.52002
C 0.12653 3.37794 -0.64045
N 0.81399 2.49306 0.10696
C 1.63270 2.92337 1.09276
H 1.43600 6.27517 0.56816
H -0.17943 5.42080 -1.19687
H -0.57230 2.96843 -1.38516
H 2.14893 2.17474 1.69275



2.
ORCA calculation (ωB97M-V with the def2-TZVPD basis set) on C5H9NS2 as an isolated structure in a non-equilibrium geometry.

Values from the calculation:
Electronic energy = -1046.5777 Eh
LUMO level = -0.91 eV
Kohn-Sham gap = 7.3 eV
Maximum force = 7.89 eV Å⁻¹
HOMO level = -8.17 eV
Energy above the lowest of the compared OMol25 structures with the same formula, charge and spin = 1235.7 kJ/mol

Cartesian coordinates (Å):
C 2.16968 -3.43926 -0.17993
C 0.01156 -0.16846 -0.44526
C -1.26083 2.50001 -0.56291
C -2.04926 2.52697 0.59666
C -1.91197 1.89066 1.90410
H 2.16982 -4.15641 -1.81394
H 2.06190 -4.32282 1.25544
H 3.49010 -2.29291 -0.13862
H -1.15078 -0.18806 -0.33982
H -1.82323 2.15999 -1.57439
H -0.97127 3.65056 -0.52171
H -2.98372 3.30950 0.54763
H -2.59868 2.49200 2.58413
H -1.18014 0.91910 2.46365
N 0.89851 -0.99598 -0.29920
S 0.52434 -2.55618 0.04175
S 0.40949 1.65251 -0.55700



3.
ORCA calculation (ωB97M-V with the def2-TZVPD basis set) on C5H9NSi in the gas phase in a non-equilibrium geometry.

Values from the calculation:
Electronic energy = -540.0760 Eh
LUMO level = 0.69 eV
Kohn-Sham gap = 9.8 eV
Maximum force = 4.74 eV Å⁻¹
HOMO level = -9.16 eV
SMILES = [H]/N=C1/C=CC[C@H]1[SiH3]
Energy above the lowest of the compared OMol25 structures with the same formula, charge and spin = 163.6 kJ/mol

Cartesian coordinates (Å):
C -1.67922 0.19048 -0.58854
C -1.45941 -1.14876 -0.43958
C -0.71947 1.04512 0.05703
C -0.35834 -1.45982 0.43684
C 0.43620 0.09080 0.58312
N -0.84425 2.32929 -0.05047
Si 2.02662 0.23640 -0.38262
H -2.56544 0.63246 -0.96266
H -2.08809 -1.95701 -0.76503
H -0.76071 -1.66480 1.50964
H 0.38790 -2.19159 0.16668
H 0.60062 0.24240 1.68128
H -0.06891 2.91620 0.48721
H 2.99575 -0.62543 0.47660
H 2.19105 1.58441 -0.47191
H 1.90569 -0.22016 -1.73759